# 1
Formula: C4H8O
Source: OMol25
Level of theory: ωB97M-V with the def2-TZVPD basis set

Geometry (Å):
C1 1.091 0.512 -1.238
C2 0.345 0.797 0.090
C3 -0.961 0.060 0.371
C4 -0.895 -1.337 0.778
O1 -1.248 -0.425 1.785
H1 2.040 1.071 -1.260
H2 1.356 -0.545 -1.367
H3 0.527 0.826 -2.123
H4 0.199 1.879 0.165
H5 1.011 0.502 0.912
H6 -1.978 0.446 0.441
H7 -1.591 -2.096 0.425
H8 0.103 -1.691 1.020

The value obtained for the HOMO energy is -9.90 eV. As for the spin multiplicity: 1. The net charge is 0.

# 2
Formula: C4H8O
Source: OMol25
Level of theory: ωB97M-V with the def2-TZVPD basis set

Geometry (Å):
C1 2.506 0.790 0.005
C2 3.889 0.745 0.035
H1 1.873 0.609 -0.875
H2 1.857 1.137 0.830
H3 4.496 0.910 -0.940
H4 4.482 0.865 1.023
O1 -1.173 -0.787 -1.136
C3 -2.153 -0.249 -0.552
C4 -3.048 -0.994 0.389
H5 -2.583 0.809 -0.805
H6 -2.787 -1.068 1.543
H7 -4.232 -0.718 0.442
H8 -3.127 -2.047 0.040

The value obtained for the HOMO energy is -9.56 eV. As for the spin multiplicity: 1. The net charge is 0.

# 3
Formula: C4H8O
Source: OMol25
Level of theory: ωB97M-V with the def2-TZVPD basis set

Geometry (Å):
C1 -1.001 1.595 -0.359
C2 0.052 0.569 -0.388
C3 0.211 -0.340 0.775
C4 0.888 -1.544 0.085
O1 0.454 -1.391 -1.243
H1 -1.416 1.819 -1.346
H2 -1.801 1.431 0.374
H3 -0.443 2.500 -0.059
H4 0.587 -0.151 -1.289
H5 0.714 0.180 1.606
H6 -0.773 -0.657 1.149
H7 0.541 -2.492 0.512
H8 1.987 -1.517 0.185

The value obtained for the HOMO energy is -8.56 eV. As for the spin multiplicity: 1. The net charge is 0.

# 4
Formula: C4H8O
Source: OMol25
Level of theory: ωB97M-V with the def2-TZVPD basis set

Geometry (Å):
C1 -0.595 -0.639 1.193
C2 0.070 -0.364 -0.367
C3 1.443 0.286 -0.722
C4 -1.003 0.633 -0.490
O1 -0.859 1.798 -0.196
H1 0.129 -0.377 1.965
H2 -1.489 -0.025 1.483
H3 -0.965 -1.664 1.296
H4 -0.071 -1.241 -1.025
H5 1.361 0.796 -1.704
H6 2.289 -0.406 -0.833
H7 1.696 1.076 -0.017
H8 -1.979 0.143 -0.681

The value obtained for the HOMO energy is -9.44 eV. As for the spin multiplicity: 1. The net charge is 0.

# 5
Formula: C4H8O
Source: OMol25
Level of theory: ωB97M-V with the def2-TZVPD basis set

Geometry (Å):
C1 0.854 -1.069 -1.006
C2 -0.126 0.270 -0.112
C3 0.113 1.499 0.909
C4 -1.153 -0.694 0.336
O1 -1.199 -1.789 -0.181
H1 1.574 -0.469 -1.525
H2 1.291 -1.781 -0.298
H3 0.361 -1.727 -1.777
H4 -0.372 0.721 -1.063
H5 -0.448 2.420 0.628
H6 1.158 1.807 0.969
H7 -0.212 1.298 1.946
H8 -1.841 -0.486 1.174

The value obtained for the HOMO energy is -9.61 eV. As for the spin multiplicity: 1. The net charge is 0.

# 6
Formula: C4H8O
Source: OMol25
Level of theory: ωB97M-V with the def2-TZVPD basis set

Geometry (Å):
C1 -1.269 0.990 0.904
C2 0.657 -0.116 -0.644
C3 0.705 -1.616 -0.542
C4 -0.017 0.965 0.084
O1 1.245 0.491 0.518
H1 -1.564 0.039 1.350
H2 -1.193 1.746 1.693
H3 -2.061 1.315 0.220
H4 1.013 0.230 -1.618
H5 1.772 -1.842 -0.684
H6 0.151 -2.154 -1.318
H7 0.434 -1.973 0.452
H8 0.128 1.925 -0.415

The value obtained for the HOMO energy is -9.80 eV. As for the spin multiplicity: 1. The net charge is 0.

# 7
Formula: C4H8O2
Source: OMol25
Level of theory: ωB97M-V with the def2-TZVPD basis set

Geometry (Å):
O1 0.918 -0.564 -1.979
C1 0.312 0.222 -1.095
C2 -1.054 -0.157 -0.547
C3 -1.021 0.029 0.965
O2 0.197 -0.544 1.408
C4 1.221 -0.029 0.628
H1 1.301 -0.513 -0.697
H2 0.471 1.313 -1.179
H3 -1.230 -1.204 -0.807
H4 -1.818 0.469 -1.020
H5 -1.835 -0.487 1.479
H6 -1.056 1.098 1.232
H7 1.472 1.017 0.849
H8 2.121 -0.650 0.764

The value obtained for the HOMO energy is -8.85 eV. As for the spin multiplicity: 1. The net charge is 0.

# 8
Formula: C4H8O2
Source: OMol25
Level of theory: ωB97M-V with the def2-TZVPD basis set

Geometry (Å):
C1 -0.707 -0.961 -0.349
C2 -0.488 0.337 -1.152
O1 0.788 0.918 -0.936
C3 1.258 0.691 0.372
C4 0.234 0.189 1.379
O2 0.485 -0.643 2.236
H1 -0.349 -1.127 0.697
H2 -0.136 -1.768 -0.793
H3 -1.770 -1.170 -0.247
H4 -0.545 0.108 -2.227
H5 -1.267 1.090 -0.948
H6 1.581 1.647 0.806
H7 2.099 -0.010 0.356
H8 -0.713 0.774 1.365

The value obtained for the HOMO energy is -9.80 eV. As for the spin multiplicity: 1. The net charge is 0.

# 9
Formula: C4H8O2
Source: OMol25
Level of theory: ωB97M-V with the def2-TZVPD basis set

Geometry (Å):
C1 -1.757 -0.525 -0.344
C2 -0.308 -0.723 0.023
C3 0.325 0.176 0.857
O1 1.415 -0.262 1.575
C4 1.368 1.318 -0.542
O2 2.442 1.684 -0.333
H1 -2.031 -1.104 -1.231
H2 -1.969 0.529 -0.557
H3 -2.404 -0.842 0.480
H4 0.304 -0.362 -1.346
H5 0.091 -1.735 0.031
H6 -0.223 1.029 1.257
H7 1.989 0.486 1.789
H8 0.757 0.329 -1.658

The value obtained for the HOMO energy is -8.61 eV. As for the spin multiplicity: 1. The net charge is 0.

# 10
Formula: C4H8O2
Source: OMol25
Level of theory: ωB97M-V with the def2-TZVPD basis set

Geometry (Å):
C1 2.444 0.506 -0.278
C2 1.230 -0.327 0.325
C3 -0.222 -0.124 0.581
C4 -1.287 0.794 0.136
H1 2.659 1.195 0.478
H2 3.331 0.015 -0.679
H3 2.056 1.111 -1.087
H4 1.545 -0.707 1.289
H5 -0.390 -0.693 1.644
H6 -1.049 1.304 -0.774
H7 -1.775 1.583 0.634
H8 -2.269 -0.885 -0.826
O1 0.313 -0.959 -0.411
O2 -2.451 -0.043 -0.247

The value obtained for the HOMO energy is -9.71 eV. As for the spin multiplicity: 1. The net charge is 0.

Sequential energy above the lowest of the compared OMol25 structures with the same formula, charge and spin output: 213.7, 272.8, 430.6, 147.8, 265.3, 136.4, 475.7, 310.4, 432.2, 380.0 kJ/mol
Sequential LUMO energy output: 1.109, 0.619, -0.376, 0.999, 0.722, 1.108, 0.868, 0.923, 0.764, 1.007 eV
Sequential Kohn-Sham gap output: 11.0, 10.2, 8.2, 10.4, 10.3, 10.9, 9.7, 10.7, 9.4, 10.7 eV